Entry 1:
Below is the molecule C5H7NO at a distorted geometry, with properties calculated with ωB97M-V/def2-TZVPD.

CARTESIAN COORDINATES (ANGSTROEM)
N  1.5723  0.6670  0.6885
C  1.2535  0.1122  -0.5184
O  0.9324  -1.2458  -0.4921
C  -0.3089  -0.7604  -1.0770
C  -1.1104  -0.4101  0.2037
C  -0.1389  0.4989  1.0825
C  0.3770  0.5365  -1.4546
H  2.2347  0.0153  1.1605
H  -0.7588  -1.4519  -1.7923
H  -1.4442  -1.3130  0.7411
H  -2.0364  0.1277  -0.0805
H  -0.0730  0.1521  2.0977
H  -0.4544  1.5404  0.9897
H  -0.0449  1.5311  -1.5487

Values from the calculation:
**Total energy**: -8831.4547 eV
**Largest force on an atom**: 1.5 eV/A
**HOMO energy**: -8.425 eV
**Energy above the lowest of the compared OMol25 structures with the same formula, charge and spin**: 4.748 eV

Entry 2:
Below is a 4-piece molecular cluster, C15H22Br8FN2O2 overall at a distorted geometry, with properties calculated with ωB97M-V/def2-TZVPD.

CARTESIAN COORDINATES (ANGSTROEM)
O  2.2309  -3.4232  -2.1617
C  2.5116  -3.4029  -3.3510
O  3.2622  -4.3288  -3.8501
C  2.0303  -2.2693  -4.3829
N  0.5684  -2.0642  -4.3615
F  0.0327  -3.3327  -4.6707
C  2.8253  -0.8811  -4.1887
C  3.0143  -0.1884  -5.4487
C  3.7756  1.0725  -5.4055
C  4.2207  1.4107  -4.0548
C  3.9377  0.6615  -2.8713
N  3.2292  -0.5020  -2.9199
H  2.3137  -2.6839  -5.3851
H  0.2896  -1.4965  -5.1698
H  2.6287  -0.5694  -6.4200
H  4.0125  1.6706  -6.3016
H  4.8136  2.3469  -3.9309
H  4.3124  0.9836  -1.8734
Br  1.9884  -0.8944  -1.2731
C  1.4495  -0.2429  0.5186
C  -0.0273  -0.4412  0.7480
Br  -1.0870  0.8947  -0.1970
H  1.7615  0.7980  0.5888
H  2.0291  -0.8408  1.2245
H  -0.2843  -0.3056  1.8017
H  -0.3785  -1.4149  0.4170
Br  -2.4403  2.2207  3.4456
C  -2.5949  4.1464  3.2043
C  -2.5463  4.5229  1.7461
Br  -0.7288  4.4495  1.0542
H  -1.8028  4.6037  3.7922
H  -3.5598  4.4095  3.6366
H  -2.8617  5.5565  1.6072
H  -3.1513  3.8757  1.1152
Br  -0.7343  3.6409  7.8121
C  -2.3106  2.7256  8.4983
C  -3.2422  2.3275  7.3840
Br  -4.2523  3.8556  6.7248
H  -2.7712  3.3899  9.2254
H  -1.9269  1.8436  9.0097
H  -3.9928  1.6250  7.7442
H  -2.7286  1.8952  6.5279
Br  -2.6378  -2.6850  -2.2253
C  -1.4586  -4.1979  -1.8754
C  -1.9149  -4.9832  -0.6735
Br  -1.4580  -4.0771  0.9910
H  -0.4500  -3.7963  -1.7727
H  -1.5095  -4.8109  -2.7738
H  -1.3983  -5.9410  -0.6247
H  -2.9888  -5.1531  -0.6548

Values from the calculation:
**Total energy**: -586041.4148 eV
**Largest force on an atom**: 7.4 eV/A
**HOMO energy**: -4.012 eV
**Total charge**: -1

Entry 3:
Below is C22H39F2MnN2Si4 as an isolated structure at a distorted geometry, with properties calculated with ωB97M-V/def2-TZVPD.

CARTESIAN COORDINATES (ANGSTROEM)
Mn  10.8224  11.0167  9.3219
C  9.0690  9.0172  6.9345
N  9.1950  10.2873  7.5983
C  8.6430  11.3788  7.1058
C  8.8938  12.6666  7.6496
C  8.3519  13.8770  7.2747
C  9.0235  14.8455  8.0640
C  10.0754  14.1334  8.7525
N  9.9208  12.7976  8.5613
C  9.4664  7.7821  7.7118
C  10.2403  6.7687  7.1201
C  10.5440  5.6449  7.8705
C  10.1773  5.5719  9.2125
C  9.4539  6.5838  9.7700
C  9.0138  7.6848  9.0092
H  9.5998  9.0189  6.0175
H  8.1103  8.7985  6.6495
H  7.9140  11.3801  6.3308
H  7.5896  14.0353  6.5717
H  8.8827  15.9058  7.9346
H  10.8332  14.5242  9.4320
H  10.5987  6.8467  6.0675
H  11.0759  4.8194  7.4627
H  10.3922  4.6572  9.7990
H  9.0970  6.5800  10.8253
H  8.4245  8.4252  9.4000
F  9.2907  9.4319  11.6691
C  10.3324  10.3480  11.2614
F  10.0961  11.5357  12.0094
H  11.3264  9.9736  11.5966
C  16.4578  9.1434  8.5541
Si  14.5869  8.8447  8.6257
C  14.2085  7.5509  7.2361
C  14.2858  7.9037  10.1800
Si  13.1887  10.7222  8.2699
Si  13.4611  11.2168  5.9419
C  12.4873  9.9787  4.8692
C  12.8586  12.9675  5.5720
C  15.3506  11.1351  5.4230
Si  14.3692  12.4795  9.3575
C  16.1688  12.9413  8.9978
C  14.4522  11.6823  11.0902
C  13.5221  14.1091  9.6090
H  17.0699  8.2717  8.9124
H  16.6543  9.9484  9.1995
H  16.8336  9.3690  7.5463
H  13.1058  7.3562  7.2230
H  14.7720  6.6257  7.3805
H  14.5197  7.8962  6.2299
H  14.8711  6.9970  10.1788
H  13.3087  7.5471  10.3601
H  14.5180  8.5518  11.0984
H  11.6675  10.4810  4.3834
H  12.1351  9.1685  5.4102
H  13.2367  9.6096  4.1104
H  11.8562  13.1170  5.9883
H  12.9302  13.1441  4.5051
H  13.6428  13.6276  6.0450
H  15.7599  10.1252  5.6578
H  15.9263  11.9062  6.0180
H  15.6306  11.3885  4.3497
H  16.7858  12.1263  8.5986
H  16.5397  13.2390  9.9705
H  16.1973  13.7349  8.2733
H  15.0521  10.8071  11.1968
H  13.4199  11.3535  11.2978
H  14.6947  12.4273  11.8418
H  13.2612  14.6681  8.6506
H  14.1804  14.7722  10.1972
H  12.5798  14.0530  10.1416

Values from the calculation:
**Total energy**: -94695.5301 eV
**⟨S²⟩**: 8.76
**Largest force on an atom**: 3.6 eV/A
**HOMO energy (spin up / spin down)**: -4.254 / -4.746 eV
**Total charge**: -1
**2S+1**: 6

Entry 4:
Below is a 7-piece molecular cluster, C12H22Cl5N4 overall at a distorted geometry, with properties calculated with ωB97M-V/def2-TZVPD.

CARTESIAN COORDINATES (ANGSTROEM)
C  -3.0933  -0.3087  -2.4197
C  -2.4547  -1.4134  -1.5827
N  -1.5080  -2.3527  -2.4089
C  -0.5984  -3.3381  -1.9951
C  -0.2956  -4.1965  -2.9921
N  -0.9319  -3.7353  -4.1066
C  -1.5521  -2.5455  -3.7549
C  -0.9111  -4.3182  -5.4185
H  -3.7965  -0.6099  -3.1961
H  -2.3212  0.1989  -2.9979
H  -3.6190  0.4336  -1.8190
H  -3.3400  -1.9413  -1.2282
H  -1.8740  -0.9791  -0.7690
H  -0.3609  -3.4757  -0.9506
H  0.2727  -5.1136  -3.0405
H  -2.1575  -1.8940  -4.3677
H  -1.1695  -3.5261  -6.1212
H  -1.7828  -4.9724  -5.4028
H  -0.0840  -4.9999  -5.6167
C  0.9248  1.7259  0.3070
C  1.7050  2.4085  1.3575
N  1.2689  1.9280  2.7410
C  1.9434  1.1282  3.5952
C  1.0757  0.8013  4.6737
N  -0.1353  1.2651  4.2614
C  -0.0646  1.9401  3.1043
C  -1.3988  1.1348  4.9807
H  -0.1364  1.9748  0.2956
H  1.1698  0.6658  0.2424
H  1.2070  2.2066  -0.6296
H  1.7428  3.4975  1.3868
H  2.7620  2.1424  1.3542
H  3.0224  1.0979  3.5597
H  1.2989  0.5168  5.6914
H  -0.8920  2.3563  2.5489
H  -2.0331  0.4132  4.4658
H  -1.7209  2.1761  4.9736
H  -1.3641  0.9471  6.0539
Cl  -1.4268  5.9300  -1.5509
Cl  4.8379  3.1139  -4.3291
Cl  6.7222  3.8751  4.9532
Cl  4.9198  6.9476  -0.7187
Cl  6.1492  -1.1051  6.8705

Values from the calculation:
**Total energy**: -81366.3296 eV
**Largest force on an atom**: 3.2 eV/A
**HOMO energy**: 0.886 eV
**Energy above the lowest of the compared OMol25 structures with the same formula, charge and spin**: 4.100 eV
**Total charge**: -3

What is the formula in the third record?
C22H39F2MnN2Si4